(w)
Computed, not measured: one molecule with the formula C7H13N, with the ωB97M-V functional and the def2-TZVPD basis.

Calculated values
Spin multiplicity: 1
SMILES: C/N=C/C(C)=C(C)C
LUMO level in eV: 0.674

Geometry as XYZ:
```
21
Properties=species:S:1:pos:R:3:lowdin_charge:R:1
C 2.55581 -1.45466 -0.15250 -0.1421
N 1.31741 -0.87070 0.33397 -0.0286
C 0.18820 -1.37746 -0.12974 -0.1636
C -0.89648 -0.45758 -0.03223 -0.2700
C -2.28534 -0.85794 0.35042 -0.0605
C -0.33478 0.82339 0.05536 -0.2745
C 0.47060 1.41091 -1.07443 -0.0729
C -0.85562 1.83616 1.03431 -0.0460
H 2.68579 -1.26997 -1.22565 0.0728
H 2.57886 -2.53971 0.00897 0.0739
H 3.41131 -1.02130 0.37220 0.0652
H 0.10656 -2.36201 -0.60675 0.1220
H -2.41873 -1.93863 0.25302 0.0738
H -3.02034 -0.37616 -0.30416 0.0777
H -2.52758 -0.59731 1.38599 0.0753
H 1.40109 1.86052 -0.71966 0.0793
H 0.69564 0.67334 -1.84773 0.0792
H -0.11799 2.20168 -1.55737 0.0858
H -0.05751 2.53068 1.31436 0.0858
H -1.66974 2.42053 0.59421 0.0892
H -1.22716 1.36623 1.94740 0.0779
```

=====

(x)
Computed, not measured: one molecule with the formula C7H13N, with the ωB97M-V functional and the def2-TZVPD basis.

Calculated values
Spin multiplicity: 1
SMILES: CC(=C=N)C(C)(C)C
LUMO level in eV: 0.844

Geometry as XYZ:
```
21
Properties=species:S:1:pos:R:3:lowdin_charge:R:1
C 0.87661 1.66810 1.08106 -0.0488
C 0.82224 0.44695 0.20160 -0.2525
C 1.92338 0.01472 -0.34031 -0.1714
N 2.97385 -0.49680 -0.68686 0.1585
C -0.49212 -0.27865 -0.08309 -0.5726
C -0.37354 -1.72735 0.40749 -0.0480
C -1.67255 0.38976 0.62115 -0.0629
C -0.74892 -0.27314 -1.59638 -0.0512
H 0.51690 1.43925 2.08319 0.0782
H 1.90168 2.02350 1.15933 0.0808
H 0.26390 2.47013 0.67059 0.0774
H 3.40221 -0.24938 -1.57242 0.0664
H 0.45451 -2.22911 -0.08755 0.0800
H -1.28988 -2.27638 0.19919 0.0822
H -0.19208 -1.75082 1.47979 0.0877
H -2.58410 -0.16081 0.39679 0.0855
H -1.80632 1.41405 0.28243 0.0818
H -1.53810 0.39121 1.69968 0.0814
H -0.80465 0.74747 -1.97018 0.0865
H -1.68688 -0.77531 -1.82520 0.0816
H 0.05388 -0.78741 -2.12029 0.0795
```

=====

Short version: (x) is the most stable of them.

=====

(w)
Computed, not measured: C22H38Br2ClIrN2O9SSi as an isolated structure, with the ωB97M-V functional and the def2-TZVPD basis.

Calculated values
Spin multiplicity: 6
Net charge: +1
LUMO level (alpha / beta) in eV: -2.580 / -6.412

Geometry as XYZ:
```
77
Properties=species:S:1:pos:R:3:lowdin_charge:R:1
Ir -1.36872 -0.78382 -1.04689 1.1595
C 0.39633 3.08883 -1.93958 -0.0110
C 0.27313 2.40114 -0.58762 -0.5902
C -1.08795 2.66631 0.03711 -0.0121
C 1.38771 2.84087 0.34571 -0.0112
O 0.35425 0.94922 -0.78717 -0.2754
Si 1.64001 -0.05668 -1.10597 -0.0955
S 0.62008 -1.94257 -1.16328 0.4772
O 2.07864 0.37333 -2.61083 -0.1640
C 3.04234 -0.18328 -3.54564 -0.6251
C 4.03903 -1.07726 -2.82662 -0.0305
C 2.24798 -0.97187 -4.57764 -0.0260
C 3.74219 1.00910 -4.17917 -0.0174
O 2.86322 0.04654 -0.08215 -0.1303
C 3.21446 -0.53805 1.20141 -0.6163
C 1.97665 -0.66017 2.07785 -0.0267
C 4.22861 0.41146 1.81809 -0.0146
C 3.83192 -1.90346 0.93258 -0.0222
H 0.37009 4.17031 -1.80624 0.1018
H -0.43437 2.82010 -2.59358 0.0764
H 1.33160 2.82103 -2.42874 0.0845
H -1.26891 3.74017 0.08860 0.1040
H -1.13180 2.26361 1.04834 0.0857
H -1.88637 2.21768 -0.55965 0.0667
H 1.27670 3.90488 0.55625 0.1041
H 2.36912 2.67928 -0.10007 0.0933
H 1.33434 2.29794 1.28861 0.0826
H 3.54069 -1.93635 -2.37012 0.0790
H 4.56420 -0.52203 -2.05041 0.0878
H 4.77112 -1.45719 -3.53854 0.1016
H 1.68159 -1.77105 -4.09469 0.0724
H 2.91746 -1.42452 -5.30908 0.0974
H 1.55993 -0.31482 -5.11339 0.0868
H 4.29130 1.57098 -3.42373 0.0943
H 3.01340 1.67155 -4.64718 0.0893
H 4.44544 0.67592 -4.94236 0.0959
H 1.51468 0.31368 2.24187 0.0785
H 2.25266 -1.07120 3.04915 0.1025
H 1.23533 -1.32110 1.62545 0.0571
H 3.78118 1.39093 1.98758 0.0846
H 5.08744 0.52915 1.15768 0.0933
H 4.57627 0.02162 2.77443 0.0968
H 3.10402 -2.56642 0.46148 0.0672
H 4.15492 -2.36120 1.86780 0.0970
H 4.69876 -1.81000 0.27847 0.0891
Br -4.38045 1.22222 -2.75361 0.6668
C -4.90798 -0.53245 -2.19330 -0.9857
Br -3.61823 -1.90380 -2.67060 0.7066
H -5.83428 -0.78709 -2.69115 0.0098
H -4.97544 -0.53357 -1.11412 -0.0173
N -1.08096 0.17178 -3.14146 -0.0273
H -0.09240 0.40129 -3.25169 0.0221
H -1.63094 1.01426 -3.27964 -0.0049
H -1.34460 -0.48172 -3.87255 0.0374
O -3.19929 -0.18546 0.24986 -0.1254
C -2.46723 -0.11371 1.27362 -0.6366
O -1.23531 -0.39206 1.15733 -0.1107
C -2.99946 0.29686 2.59445 -0.1288
C -4.34531 0.60963 2.75598 0.0108
C -4.82571 0.99565 3.99698 -0.0320
C -3.96642 1.07418 5.08335 0.0259
C -2.63117 0.75975 4.89548 -0.1176
C -2.12591 0.36891 3.67181 0.0753
N -1.70557 0.84231 6.04006 -0.3504
O -2.16639 1.18488 7.10602 0.0982
O -0.53571 0.59368 5.82641 0.0840
H -5.00545 0.55190 1.90123 0.1232
H -5.87127 1.23851 4.12335 0.1162
H -4.31071 1.37375 6.06213 0.1268
H -1.07995 0.12825 3.56049 0.1276
Cl -4.34764 -5.31064 0.16643 0.6826
C -2.98588 -4.92777 1.19487 -0.4485
C -2.60475 -3.40400 0.93054 -0.6325
O -2.93159 -2.80153 1.98046 0.2577
O -2.10567 -3.06393 -0.12097 -0.0818
H -2.09574 -5.46985 0.87647 0.1045
H -3.22320 -5.12277 2.23365 0.0861
```

=====

(x)
Computed, not measured: C22H38Br2ClIrN2O9SSi as an isolated structure, with the ωB97M-V functional and the def2-TZVPD basis.

Calculated values
Spin multiplicity: 6
Net charge: +1
LUMO level (alpha / beta) in eV: -2.528 / -7.024

Geometry as XYZ:
```
77
Properties=species:S:1:pos:R:3:lowdin_charge:R:1
Ir -0.24770 -0.38180 0.00380 1.1607
C -2.81630 0.99720 3.31440 -0.0080
C -1.36040 1.28580 2.96160 -0.6035
C -0.46840 0.12680 3.40430 -0.0147
C -0.89740 2.58060 3.61530 -0.0047
O -1.24020 1.39140 1.52490 -0.2600
Si -1.71720 2.57720 0.50310 -0.0772
S -0.91640 1.68130 -1.33620 0.5168
O -3.31820 2.50370 0.49710 -0.1380
C -4.38450 3.07920 -0.27990 -0.6230
C -3.95710 4.38270 -0.93460 -0.0237
C -4.75480 2.05070 -1.34820 -0.0231
C -5.54920 3.31860 0.67780 -0.0138
O -1.15130 4.05370 0.67910 -0.1228
C 0.02140 4.80410 0.30970 -0.6190
C 1.26380 3.93650 0.44390 -0.0252
C 0.08350 5.99680 1.26550 -0.0108
C -0.17330 5.28640 -1.12630 -0.0242
H -2.94130 0.95640 4.39220 0.0992
H -3.12050 0.03780 2.90700 0.0812
H -3.45850 1.77710 2.91710 0.0800
H -0.68110 -0.14680 4.43320 0.1029
H 0.57760 0.40750 3.33050 0.0790
H -0.64730 -0.74590 2.77530 0.0380
H -0.90910 2.46160 4.69410 0.1024
H -1.55570 3.39880 3.34000 0.0906
H 0.11410 2.81750 3.30100 0.0858
H -3.15930 4.20320 -1.64960 0.0817
H -3.61330 5.08580 -0.18320 0.0917
H -4.80200 4.81750 -1.45980 0.0990
H -3.86570 1.78080 -1.91780 0.0645
H -5.49130 2.46770 -2.02870 0.0965
H -5.17490 1.16090 -0.88550 0.0860
H -5.26870 4.04640 1.43380 0.0930
H -5.83600 2.39210 1.16770 0.0878
H -6.40070 3.69800 0.12160 0.0940
H 1.37880 3.59250 1.46830 0.0777
H 2.14500 4.50740 0.16960 0.1008
H 1.19360 3.06070 -0.20260 0.0464
H 0.22210 5.66260 2.28970 0.0864
H -0.83580 6.57230 1.20090 0.0905
H 0.91500 6.63950 0.99570 0.0934
H -0.23940 4.43540 -1.80280 0.0535
H 0.66410 5.90990 -1.42400 0.0945
H -1.08720 5.87130 -1.20090 0.0878
Br -0.98660 -3.54880 1.50650 0.6544
C -0.03660 -4.16390 -0.04210 -0.9742
Br -0.49280 -3.03410 -1.56160 0.6666
H -0.33450 -5.18980 -0.26150 0.0163
H 1.02980 -4.06570 0.14110 0.0077
N -2.54910 -0.79150 0.03130 -0.0270
H -3.02890 0.10680 0.07110 0.0103
H -2.83380 -1.32920 0.84400 0.0199
H -2.86140 -1.28320 -0.80320 0.0430
O 1.54910 -1.50380 0.99860 -0.1068
C 2.10080 -0.41260 1.30890 -0.6647
O 1.51390 0.66470 1.02110 -0.0950
C 3.30920 -0.36050 2.17430 -0.1273
C 3.98240 -1.51140 2.57030 0.0126
C 5.02980 -1.42660 3.47410 -0.0345
C 5.42410 -0.20100 3.98300 0.0278
C 4.74640 0.94140 3.57730 -0.1259
C 3.69780 0.87400 2.67590 0.0772
N 5.10430 2.23340 4.12230 -0.3618
O 6.02160 2.27750 4.90570 0.1044
O 4.44260 3.18180 3.76140 0.0850
H 3.67020 -2.46380 2.17160 0.1238
H 5.52670 -2.32590 3.79810 0.1142
H 6.23810 -0.10670 4.68690 0.1266
H 3.18650 1.77230 2.36740 0.1239
Cl 3.21670 -2.05630 -3.66630 0.6915
C 3.34410 -0.43410 -3.03450 -0.4368
C 2.66500 -0.40750 -1.58610 -0.6289
O 3.44100 -0.38420 -0.65530 0.2610
O 1.42960 -0.41590 -1.65510 -0.1416
H 2.78100 0.24740 -3.66910 0.0992
H 4.38830 -0.14650 -2.92390 0.0886
```

=====

Short version: (w) is the most stable of them.

=====

(w)
Computed, not measured: one molecule with the formula C4H4O3, with the ωB97M-V functional and the def2-TZVPD basis.

Calculated values
Spin multiplicity: 1
SMILES: O=C[C@]12CO[C@H]1O2
LUMO level in eV: -0.171

Geometry as XYZ:
```
11
Properties=species:S:1:pos:R:3:lowdin_charge:R:1
O -1.88148 1.29784 0.98381 0.0800
C -0.83905 1.43241 0.38728 -0.1969
C 0.03591 0.28013 0.14641 -0.1149
C -0.28534 -1.18025 0.33930 -0.0729
O 0.69146 -1.47756 -0.68567 -0.0242
C 1.21926 -0.14599 -0.62814 -0.3284
O 0.49173 0.64921 -1.41393 0.0764
H -0.54305 2.33636 -0.16311 0.1362
H 0.13217 -1.58127 1.28268 0.1448
H -1.31009 -1.54257 0.22745 0.1321
H 2.28849 -0.06832 -0.47607 0.1677
```

=====

(x)
Computed, not measured: one molecule with the formula C4H4O3, with the ωB97M-V functional and the def2-TZVPD basis.

Calculated values
Spin multiplicity: 1
SMILES: O=CC1(C=O)CO1
LUMO level in eV: -0.824

Geometry as XYZ:
```
11
Properties=species:S:1:pos:R:3:lowdin_charge:R:1
O 0.73673 -0.26537 2.14369 0.0621
C -0.05126 -0.64486 1.30956 -0.1363
C -0.01163 -0.11809 -0.12782 -0.1422
C -0.95382 -0.65693 -1.13084 -0.2019
O -1.82209 -1.45768 -0.86548 0.0657
C 0.77971 1.12472 -0.11481 -0.1956
O 1.28932 0.35153 -1.10340 0.0245
H -0.92509 -1.25015 1.61411 0.1459
H -0.72289 -0.32414 -2.15340 0.1354
H 0.39667 2.12398 -0.26223 0.1329
H 1.32532 0.93948 0.81772 0.1096
```

=====

Short version: (x) is the most stable of them.

=====

(w)
Computed, not measured: one molecule with the formula C4H4O3, with the ωB97M-V functional and the def2-TZVPD basis.

Calculated values
Spin multiplicity: 1
SMILES: O=CC1(C=O)CO1
LUMO level in eV: 0.178

Geometry as XYZ:
```
11
Properties=species:S:1:pos:R:3:lowdin_charge:R:1
O -2.17227 0.97279 0.19395 0.0948
C -0.99121 1.13341 0.01804 -0.1533
C -0.04284 -0.02460 -0.16991 -0.3638
C 1.31693 0.30696 -0.70370 -0.1661
O 1.85007 1.37001 -0.49217 0.0762
C -0.22215 -1.20146 0.70984 -0.0510
O -0.60574 -1.23687 -0.63967 0.0237
H -0.51389 2.13013 -0.00445 0.1361
H 1.78344 -0.48422 -1.32422 0.1445
H 0.64061 -1.80782 0.98669 0.1279
H -1.04295 -1.15833 1.42562 0.1309
```

=====

(x)
Computed, not measured: C4H4O3 as an isolated structure, with the ωB97M-V functional and the def2-TZVPD basis.

Calculated values
Spin multiplicity: 1
LUMO level in eV: 0.428

Geometry as XYZ:
```
11
Properties=species:S:1:pos:R:3:lowdin_charge:R:1
C 1.61960 -0.69800 -0.08864 -0.1995
C 0.77677 0.38690 -0.10547 -0.1814
C 2.69674 0.26776 -0.01622 -0.3651
C -0.66974 0.67600 0.17193 0.0308
O 3.83975 0.42965 0.19744 0.1954
O 1.75822 1.37961 -0.16438 0.0563
O 1.44960 -2.03241 -0.00860 0.0551
H -0.67703 1.51480 0.83672 0.0846
H -1.09621 -0.22702 0.58520 0.0938
H -1.11901 1.13714 -0.68723 0.0856
H 1.73781 -2.65576 -0.72609 0.1445
```

=====

Short version: (x) is the most stable of them.

=====

(w)
Computed, not measured: one molecule with the formula C4H4O3, with the ωB97M-V functional and the def2-TZVPD basis.

Calculated values
Spin multiplicity: 1
SMILES: Oc1coc(O)c1
LUMO level in eV: 0.541

Geometry as XYZ:
```
11
Properties=species:S:1:pos:R:3:lowdin_charge:R:1
O 2.35127 -0.32805 -0.17403 0.0572
C 1.13910 0.02271 -0.06180 -0.4802
C 0.55501 1.21221 0.15569 -0.0279
O -0.83180 0.98718 -0.01635 0.0748
C -1.06187 -0.26293 0.04250 -0.5255
O -2.31028 -0.32468 -0.05640 0.1808
C 0.12929 -1.03434 0.16119 0.0762
H 2.52423 -1.19772 0.44195 0.2120
H 1.19686 2.20317 -0.04102 0.1701
H -2.40763 -1.23743 -0.42069 0.1634
H 0.44386 -2.06953 0.20851 0.0989
```

=====

(x)
Computed, not measured: C4H4O3 as an isolated structure, with the ωB97M-V functional and the def2-TZVPD basis.

Calculated values
Spin multiplicity: 1
LUMO level in eV: -0.555

Geometry as XYZ:
```
11
Properties=species:S:1:pos:R:3:lowdin_charge:R:1
C 1.28477 -0.79668 0.66351 -0.2327
C -0.27936 -0.58814 0.38132 -0.2096
C -0.38503 0.74849 -1.15280 -0.0958
C -0.85762 0.86235 0.38039 -0.1144
H 1.61425 -1.43765 1.78122 0.1821
H -0.59720 -1.48993 1.20470 0.1947
H 0.62008 1.44022 -1.47328 0.2000
H -1.14588 1.07228 -1.83204 0.0946
O 2.17194 -0.51816 -0.07268 0.0648
O -0.62732 -0.72223 -1.08158 -0.0628
O -1.79864 1.42946 1.20124 -0.0209
```

=====

(y)
Computed, not measured: a 2-piece molecular cluster, C4H4O3 overall, with the ωB97M-V functional and the def2-TZVPD basis.

Calculated values
Spin multiplicity: 1
SMILES: O=CC=O.C#CO
LUMO level in eV: -0.854

Geometry as XYZ:
```
11
Properties=species:S:1:pos:R:3:lowdin_charge:R:1
O 3.43597 -0.07114 -0.42456 0.0768
C 2.46694 0.00445 0.25414 -0.2342
C 1.12279 0.50056 -0.24137 -0.2103
O 0.15753 0.57866 0.46309 0.0309
H 2.64960 -0.33233 1.38049 0.1621
H 0.93019 0.83406 -1.37631 0.1713
C -1.78154 -1.34800 0.03337 0.0916
C -2.26467 -0.26993 -0.24795 -0.3530
O -3.01157 0.74637 -0.23561 0.0787
H -1.12700 -2.17244 0.18847 0.0249
H -2.57824 1.52975 0.20623 0.1612
```

=====

(z)
Computed, not measured: one molecule with the formula C4H4O3, with the ωB97M-V functional and the def2-TZVPD basis.

Calculated values
Spin multiplicity: 1
LUMO level in eV: 0.523

Geometry as XYZ:
```
11
Properties=species:S:1:pos:R:3:lowdin_charge:R:1
O -1.19285 1.07468 0.81271 0.0757
C -0.43214 1.22360 -0.32160 -0.1856
C -0.49642 -0.11857 0.07414 -0.4560
C -0.43891 -1.35443 0.79567 0.0058
O -1.23788 -1.11967 -0.40241 0.0837
C 1.59370 0.28490 -0.67490 0.0567
O 1.13840 1.48998 -0.51510 -0.0425
H -0.89524 1.70338 -1.18298 0.1691
H 0.30532 -2.12953 0.67415 0.1208
H -1.01306 -1.30996 1.71950 0.1274
H 2.66907 0.25563 -0.97919 0.0448
```

=====

Short version: (w) is the most stable of them.